[1]
{"formula": "C28H38AsF10KN3Na2O16S3", "method": "the ωB97M-V functional and the def2-TZVPD basis", "symbols": ["C", "C", "O", "O", "C", "C", "N", "C", "C", "S", "N", "C", "C", "C", "F", "C", "F", "F", "C", "C", "O", "O", "C", "H", "H", "H", "H", "H", "H", "H", "H", "H", "H", "H", "H", "H", "H", "H", "H", "H", "H", "H", "F", "As", "F", "F", "F", "F", "F", "K", "C", "C", "C", "O", "C", "C", "C", "O", "O", "O", "H", "H", "Na", "O", "H", "H", "H", "Na", "C", "S", "O", "C", "H", "H", "H", "H", "H", "H", "F", "C", "C", "C", "C", "C", "C", "H", "H", "H", "H", "H", "O", "S", "O", "O", "O", "C", "N", "O", "O", "H", "H", "H"], "coordinates": [[-5.10, -1.06, 3.52], [-4.15, -1.94, 2.55], [-4.62, -3.02, 2.12], [-2.87, -1.50, 2.15], [-1.85, -2.53, 2.32], [-0.43, -1.88, 1.83], [-0.66, -0.39, 1.78], [-0.01, 0.24, 0.57], [-0.70, 1.66, 0.36], [0.47, 2.66, -0.66], [-1.22, 2.30, 1.61], [-1.45, 3.79, 1.50], [-2.48, 4.21, 0.35], [-3.91, 3.53, 0.46], [-4.90, 3.88, 1.44], [-4.19, 2.47, -0.48], [-4.62, 1.18, -0.11], [-3.96, 2.74, -1.85], [-0.46, 1.90, 2.87], [0.81, 2.80, 3.19], [1.04, 3.03, 4.43], [1.65, 3.38, 2.27], [-0.08, 0.34, 2.94], [-5.62, -0.29, 2.83], [-5.92, -1.70, 4.01], [-4.49, -0.45, 4.27], [-1.80, -2.74, 3.45], [-2.15, -3.45, 1.70], [0.43, -2.17, 2.54], [-0.26, -2.30, 0.76], [-0.12, -0.41, -0.40], [1.10, 0.44, 0.82], [-1.62, 1.46, -0.30], [1.71, 2.04, -0.58], [-2.17, 1.90, 1.75], [-1.94, 4.10, 2.51], [-0.51, 4.41, 1.41], [-2.11, 4.04, -0.71], [-2.64, 5.35, 0.45], [-1.21, 2.08, 3.73], [-0.54, -0.11, 3.89], [1.07, 0.16, 2.97], [3.43, 1.09, -1.00], [3.66, 0.51, -2.67], [4.39, 2.08, -3.13], [2.05, 1.13, -3.11], [3.90, -0.08, -4.34], [2.93, -1.06, -2.24], [5.29, -0.12, -2.23], [-0.22, -1.53, -1.46], [-0.30, -8.39, -1.05], [-0.72, -8.81, -2.28], [-0.83, -7.68, -3.31], [-1.12, -7.86, -4.49], [-0.57, -6.30, -2.86], [-0.17, -5.89, -1.64], [0.05, -7.02, -0.64], [0.48, -6.85, 0.51], [0.05, -4.69, -1.26], [-1.02, -9.98, -2.64], [-0.18, -9.12, -0.26], [-0.74, -5.56, -3.64], [4.90, 2.83, -5.23], [-0.53, -2.67, -5.60], [-0.82, -2.39, -6.50], [0.45, -2.68, -5.52], [-0.92, -3.55, -5.35], [0.51, 4.04, -2.97], [1.24, 7.67, 6.48], [1.52, 7.05, 4.80], [1.21, 8.17, 3.86], [0.11, 5.92, 4.79], [2.00, 8.43, 6.69], [0.25, 8.11, 6.55], [1.34, 6.85, 7.19], [-0.81, 6.48, 4.97], [0.24, 5.16, 5.56], [0.06, 5.45, 3.81], [8.51, -0.85, -2.69], [8.26, -2.17, -2.55], [6.95, -2.62, -2.61], [6.69, -3.98, -2.47], [7.75, -4.87, -2.28], [9.06, -4.40, -2.22], [9.31, -3.04, -2.36], [6.14, -1.91, -2.75], [5.67, -4.35, -2.52], [7.55, -5.93, -2.17], [9.88, -5.10, -2.06], [10.33, -2.66, -2.33], [1.94, 1.58, -6.44], [0.55, 1.85, -6.90], [-0.07, 2.84, -5.99], [-0.24, 0.60, -6.88], [0.58, 2.40, -8.27], [-8.01, 2.39, 1.46], [-8.46, 1.41, 2.49], [-9.62, 1.06, 2.45], [-7.62, 1.03, 3.29], [-8.86, 2.63, 0.82], [-7.65, 3.27, 1.98], [-7.21, 1.92, 0.88]], "molar_mass_g_mol": 1118.80, "e_tot_ha": -7810.9451, "total_charge": -1, "orbital_gap_ev": 1.72, "homo_ev": -2.97}


[2]
{"formula": "C25H21BCo2O10", "method": "the ωB97M-V functional and the def2-TZVPD basis", "symbols": ["C", "C", "C", "C", "C", "B", "O", "C", "C", "C", "C", "O", "C", "O", "O", "H", "H", "H", "H", "H", "H", "H", "H", "H", "H", "H", "H", "H", "H", "O", "C", "Co", "C", "O", "C", "O", "C", "C", "C", "C", "C", "C", "C", "C", "C", "Co", "C", "O", "C", "O", "C", "O", "H", "H", "H", "H", "H", "H", "H"], "coordinates": [[-6.83, -2.20, -1.05], [-5.41, -2.22, -1.36], [-4.64, -2.52, -2.48], [-3.32, -2.06, -2.20], [-3.34, -1.45, -0.94], [-2.87, -0.09, -0.02], [-2.25, -0.77, 1.11], [-1.67, 0.27, 1.90], [-1.60, 1.57, 1.04], [-0.62, 2.57, 1.60], [-3.06, 2.05, 0.72], [-3.85, 0.93, 0.32], [-1.02, 1.05, -0.29], [-1.97, 0.44, -1.07], [-4.61, -1.63, -0.42], [-7.47, -2.78, -1.72], [-7.03, -2.55, -0.03], [-7.17, -1.16, -1.09], [-4.98, -2.93, -3.42], [-2.42, -2.10, -2.79], [-2.28, 0.43, 2.81], [-0.66, -0.05, 2.20], [-0.38, 3.36, 0.88], [-0.97, 3.03, 2.53], [0.32, 2.05, 1.84], [-3.53, 2.51, 1.61], [-3.05, 2.82, -0.07], [-0.49, 1.82, -0.86], [-0.19, 0.04, -0.03], [5.65, 2.34, -1.94], [4.67, 2.04, -1.36], [3.35, 0.67, -1.43], [3.65, 0.14, -3.08], [4.01, -0.05, -4.16], [4.53, -0.37, -0.57], [5.44, -0.89, -0.08], [1.93, 1.61, -0.85], [1.65, 0.29, -0.99], [0.60, -0.67, -0.65], [1.28, -1.73, 0.20], [1.31, -3.09, -0.14], [2.08, -3.98, 0.63], [2.84, -3.51, 1.71], [2.85, -2.14, 2.01], [2.05, -1.27, 1.28], [3.50, 2.75, 0.14], [4.41, 4.24, 0.04], [5.01, 5.23, -0.02], [4.22, 1.83, 1.46], [4.69, 1.27, 2.35], [2.54, 3.73, 1.27], [2.03, 4.42, 2.05], [1.24, 2.43, -1.07], [0.05, -1.08, -1.52], [0.75, -3.43, -1.02], [2.08, -5.05, 0.38], [3.40, -4.21, 2.33], [3.48, -1.75, 2.81], [2.05, -0.22, 1.53]], "molar_mass_g_mol": 610.11, "e_tot_ha": -4507.8202, "total_charge": 0, "orbital_gap_ev": 4.93, "homo_ev": -6.96}


> What is the formula in the first record?

C28H38AsF10KN3Na2O16S3